No. 1
7 unconnected molecules or ions with the total composition C8H30N2O7 in a non-equilibrium geometry. Source: the Open Molecules 2025 dataset; level of theory: ωB97M-V/def2-TZVPD.

Output
Gap between HOMO and LUMO in eV: 8.67
HOMO energy in eV: -8.5473
SMILES: NC(N)=O.CCO.CO.CO.CO.CO.CO
Spin multiplicity: 1

Each line ends with the Löwdin charge.
Atoms and positions in Å:
C1 -0.841 0.727 3.133  -0.088
C2 -2.314 0.861 3.479  -0.260
O1 -3.019 0.319 2.357  -0.070
H1 -0.226 0.955 4.019  0.091
H2 -0.673 1.335 2.274  0.037
H3 -0.447 -0.231 2.871  0.067
H4 -2.657 1.883 3.789  0.128
H5 -2.511 0.296 4.412  0.117
H6 -3.220 0.937 1.710  0.064
C3 -0.349 -0.966 -3.626  -0.588
O2 -0.366 -0.858 -5.073  -0.202
N1 -0.804 -1.997 -3.000  0.146
N2 0.213 -0.073 -2.826  0.140
H7 -1.193 -2.776 -3.538  0.128
H8 -0.740 -2.322 -2.007  0.121
H9 0.682 0.818 -3.201  0.162
H10 0.301 -0.178 -1.788  0.061
C4 -0.348 3.059 -0.559  -0.147
O3 -1.089 3.529 -1.706  -0.122
H11 -1.093 2.767 0.170  0.071
H12 0.375 3.719 -0.171  0.052
H13 0.250 2.170 -0.933  0.076
H14 -0.381 3.807 -2.318  0.084
C5 3.328 -1.640 -3.214  -0.134
O4 3.432 -0.712 -2.134  -0.130
H15 2.603 -1.274 -3.931  0.063
H16 2.930 -2.574 -2.790  0.078
H17 4.307 -1.696 -3.683  0.080
H18 2.596 -0.496 -1.780  -0.012
C6 0.864 -1.548 0.012  -0.163
O5 1.137 -0.256 -0.304  -0.144
H19 0.926 -2.165 -0.877  0.074
H20 -0.114 -1.556 0.522  0.085
H21 1.487 -2.053 0.758  0.099
H22 0.912 0.259 0.461  0.057
C7 2.968 2.113 1.141  -0.128
O6 1.677 1.860 1.732  -0.165
H23 3.587 2.823 1.715  0.080
H24 2.769 2.733 0.257  0.074
H25 3.641 1.270 0.960  0.091
H26 1.410 2.656 2.237  0.100
C8 -3.525 -2.890 1.998  -0.125
O7 -2.645 -2.132 1.108  -0.160
H27 -3.567 -3.940 1.785  0.070
H28 -4.467 -2.488 1.992  0.043
H29 -3.182 -2.855 3.029  0.074
H30 -2.628 -1.230 1.515  0.028

***

No. 2
A molecular structure, C4H5LiMgO2 in a non-equilibrium geometry. Source: the Open Molecules 2025 dataset; level of theory: ωB97M-V/def2-TZVPD.

Output
⟨S²⟩: 0.750
Charge: +1
Gap between HOMO and LUMO (spin up / spin down) in eV: 5.50 / 6.74
HOMO energy (spin up / spin down) in eV: -9.7018 / -10.9416
Spin multiplicity: 2

Each line ends with the Löwdin spin population.
Atoms and positions in Å:
C1 -1.500 0.135 -0.625  0.000
C2 -0.739 -0.170 0.615  0.001
C3 0.602 -0.672 0.154  0.002
C4 1.706 0.118 0.177  0.020
O1 2.879 -0.215 -0.275  0.200
O2 -2.696 0.431 -0.667  0.000
Li1 -4.227 0.582 0.312  0.000
Mg1 4.631 0.397 -0.668  0.773
H1 -0.698 0.875 1.045  0.000
H2 -1.259 -0.930 1.214  0.000
H3 0.661 -1.668 -0.291  0.001
H4 1.604 1.138 0.589  0.003
H5 -0.962 -0.020 -1.581  0.000

***

Relative energy (zero: lowest compared OMol25 entry of this formula, charge and spin), respectively: 157.83, 0.00 kJ/mol.